Computed, not measured: a molecular structure, C49H47N4O4P2W, with wB97M-V/def2-TZVPD.

Geometry (Å):
W 0.103 -0.042 -0.997
C -1.254 -2.827 2.796
O -1.316 -3.661 1.636
C -2.269 -3.302 0.723
C -3.489 -3.943 0.715
C -4.469 -3.630 -0.231
C -4.200 -2.677 -1.181
C -2.963 -2.010 -1.188
C -2.689 -1.068 -2.222
N -1.645 -0.315 -2.330
N -1.681 0.441 -3.504
C -0.707 1.280 -3.501
O 0.124 1.333 -2.490
C -0.496 2.212 -4.621
C 0.633 3.026 -4.637
C 0.840 3.899 -5.694
C -0.078 3.962 -6.732
C -1.206 3.151 -6.716
C -1.417 2.276 -5.664
C -1.987 -2.298 -0.229
O -0.819 -1.688 -0.227
H -1.818 -3.300 3.605
H -1.711 -1.857 2.581
H 0.166 -1.865 3.993
H -3.662 -4.708 1.461
H -5.418 -4.148 -0.220
H -4.932 -2.428 -1.939
H -3.415 -0.967 -3.023
H 1.341 2.971 -3.823
H 1.719 4.529 -5.708
H 0.085 4.643 -7.557
H -1.921 3.201 -7.526
H -2.289 1.638 -5.641
C -0.705 0.724 3.620
N -0.523 0.401 2.198
P 0.830 -0.371 1.502
C 2.308 0.380 2.251
C 2.562 0.106 3.600
C 3.696 0.599 4.221
C 4.614 1.348 3.496
C 4.394 1.588 2.149
C 3.249 1.108 1.529
C 1.004 -2.148 1.986
C 2.457 -2.541 1.957
C 2.921 -3.539 2.702
C 2.041 -4.261 3.625
C 0.792 -3.864 3.842
C 0.202 -2.631 3.209
P -1.523 1.097 0.995
C -3.198 0.999 1.707
C -3.890 -0.212 1.708
C -5.150 -0.306 2.278
C -5.741 0.811 2.850
C -5.066 2.022 2.852
C -3.803 2.118 2.286
C -1.221 2.885 0.964
C -0.315 3.529 1.798
C -0.102 4.895 1.667
C -0.785 5.619 0.701
C -1.681 4.976 -0.144
C -1.896 3.613 -0.014
H -1.038 -0.146 4.186
H -1.474 1.489 3.714
H 0.214 1.111 4.058
H 1.889 -0.518 4.173
H 3.872 0.384 5.267
H 5.506 1.726 3.977
H 5.117 2.148 1.571
H 3.094 1.291 0.478
H 3.100 -2.051 1.233
H 3.953 -3.850 2.610
H 2.432 -5.129 4.141
H 0.159 -4.393 4.547
H 0.549 -2.640 1.123
H -3.455 -1.093 1.259
H -5.670 -1.255 2.266
H -6.727 0.738 3.289
H -5.520 2.898 3.296
H -3.291 3.071 2.299
H 0.249 2.968 2.534
H 0.605 5.392 2.318
H -0.616 6.683 0.601
H -2.208 5.534 -0.907
H -2.592 3.113 -0.681
C 1.480 2.746 -0.804
O 0.999 1.529 -0.262
H 2.138 2.564 -1.655
H 2.037 3.260 -0.020
H 0.658 3.384 -1.128
C 3.756 0.205 -2.520
C 3.539 -1.279 -2.607
C 4.516 -2.118 -3.119
C 4.295 -3.483 -3.219
C 3.089 -4.031 -2.809
C 2.081 -3.232 -2.291
C 0.778 -3.825 -1.842
C 2.324 -1.851 -2.195
N 1.342 -1.022 -1.691
H 4.816 0.443 -2.588
H 3.365 0.606 -1.585
H 3.240 0.717 -3.336
H 5.460 -1.696 -3.441
H 5.067 -4.126 -3.621
H 2.923 -5.098 -2.896
H 0.691 -4.854 -2.188
H -0.070 -3.256 -2.226
H 0.700 -3.824 -0.752

Frontier orbital gap = 7.19 eV
Relative energy (zero: lowest compared OMol25 entry of this formula, charge and spin) = 27.8 kcal per mole
LUMO = -3.3 eV
Energy = -3165.10087 hartree
Total charge = +1

---

Computed, not measured: 14 unconnected molecules or ions with the total composition C46H123N3O22 at a distorted geometry, with wB97M-V/def2-TZVPD.

Geometry (Å):
C -20.756 -26.379 7.957
C -21.788 -26.881 6.928
O -22.409 -28.100 7.341
O -20.083 -25.173 7.621
H -20.028 -27.183 8.067
H -21.161 -26.345 8.969
H -21.187 -26.990 6.025
H -22.599 -26.194 6.690
H -22.847 -28.534 6.605
H -19.801 -25.251 6.706
C -20.985 -25.439 12.338
C -20.160 -24.131 12.110
O -20.237 -23.337 13.254
O -22.289 -25.252 12.814
H -20.378 -26.009 13.041
H -21.010 -26.047 11.434
H -20.698 -23.550 11.361
H -19.112 -24.259 11.839
H -21.143 -23.027 13.325
H -22.748 -24.816 12.092
C -23.349 -22.080 8.898
C -22.719 -23.495 9.301
O -23.042 -23.620 10.647
O -24.765 -22.019 9.112
H -23.145 -21.880 7.847
H -22.931 -21.336 9.577
H -21.632 -23.433 9.257
H -23.128 -24.359 8.778
H -23.993 -23.500 10.683
H -25.056 -21.178 8.752
C -14.018 -18.604 9.928
C -15.361 -17.865 10.075
O -16.357 -18.702 10.697
O -13.240 -18.532 11.146
H -13.386 -18.109 9.190
H -14.224 -19.642 9.667
H -15.694 -17.610 9.069
H -15.259 -16.910 10.590
H -15.952 -18.841 11.556
H -13.637 -18.924 11.928
C -15.402 -22.188 11.718
C -16.293 -22.651 12.826
O -16.037 -22.091 14.128
O -14.045 -22.417 12.149
H -15.597 -21.160 11.413
H -15.526 -22.797 10.822
H -16.047 -23.709 12.915
H -17.315 -22.633 12.447
H -16.729 -22.435 14.698
H -13.603 -23.054 11.582
C -11.213 -17.962 1.290
O -11.704 -18.515 2.505
C -12.990 -19.084 2.401
C -13.581 -19.085 3.839
N -13.006 -20.206 4.607
C -13.765 -20.394 5.860
C -12.868 -21.097 6.931
O -11.798 -20.250 7.291
C -11.078 -20.643 8.389
H -11.717 -17.020 1.070
H -11.262 -18.691 0.481
H -10.158 -17.735 1.443
H -13.002 -20.071 1.939
H -13.672 -18.389 1.912
H -14.658 -19.247 3.785
H -13.520 -18.144 4.386
H -12.037 -20.012 4.813
H -14.628 -21.031 5.669
H -14.123 -19.433 6.229
H -12.362 -22.009 6.614
H -13.529 -21.310 7.771
H -10.469 -19.766 8.605
H -10.476 -21.549 8.311
H -11.793 -20.805 9.195
C -22.028 -17.750 16.990
O -22.226 -18.036 15.647
C -22.994 -17.106 14.966
C -22.991 -17.322 13.461
N -21.587 -17.292 13.091
C -21.348 -17.813 11.713
C -19.958 -18.459 11.818
O -19.880 -19.462 12.911
C -18.626 -20.138 12.963
H -22.887 -17.384 17.552
H -21.154 -17.101 17.049
H -21.833 -18.691 17.505
H -22.709 -16.073 15.165
H -24.023 -17.077 15.325
H -23.607 -16.560 12.985
H -23.408 -18.303 13.232
H -21.177 -17.983 13.703
H -21.362 -17.057 10.927
H -22.076 -18.586 11.467
H -19.221 -17.680 12.012
H -19.683 -18.966 10.893
H -18.505 -20.871 13.760
H -17.770 -19.463 12.965
H -18.546 -20.900 12.188
C -19.253 -15.470 9.642
O -18.946 -15.086 8.253
C -18.533 -13.736 8.038
C -18.423 -13.470 6.449
N -17.966 -14.707 5.806
C -16.490 -14.842 5.969
C -16.001 -15.934 5.000
O -15.702 -17.142 5.638
C -16.740 -17.925 6.196
H -18.793 -14.764 10.333
H -18.914 -16.502 9.731
H -20.338 -15.548 9.703
H -17.547 -13.622 8.490
H -19.180 -12.932 8.389
H -17.893 -12.576 6.121
H -19.472 -13.371 6.169
H -18.293 -15.412 6.451
H -16.216 -15.184 6.967
H -15.927 -13.933 5.761
H -15.071 -15.713 4.476
H -16.702 -16.084 4.179
H -17.180 -17.470 7.083
H -16.464 -18.975 6.292
H -17.576 -17.911 5.497
C -12.704 -25.933 8.486
C -12.932 -24.446 8.931
C -14.224 -23.829 8.431
O -13.054 -24.469 10.359
H -12.076 -26.539 9.139
H -12.336 -25.980 7.461
H -13.657 -26.457 8.555
H -12.056 -23.825 8.747
H -14.232 -23.507 7.390
H -14.415 -22.880 8.931
H -15.100 -24.447 8.631
H -13.683 -25.168 10.555
C -17.375 -26.794 9.652
C -18.021 -27.505 10.812
C -17.887 -28.976 10.713
O -17.417 -27.142 12.018
H -17.793 -27.060 8.681
H -16.326 -27.071 9.546
H -17.459 -25.711 9.748
H -19.081 -27.272 10.921
H -18.309 -29.502 11.569
H -16.891 -29.374 10.517
H -18.555 -29.271 9.904
H -17.894 -27.630 12.694
C -19.497 -21.662 8.299
C -18.060 -22.055 8.140
C -17.127 -21.009 8.779
O -17.888 -23.292 8.864
H -19.881 -21.865 9.299
H -19.955 -22.319 7.559
H -19.696 -20.628 8.019
H -17.960 -22.199 7.064
H -17.113 -21.017 9.869
H -17.490 -20.016 8.512
H -16.126 -21.117 8.362
H -18.389 -23.902 8.318
C -17.082 -25.476 5.635
C -18.234 -26.198 4.902
C -18.458 -27.644 5.314
O -19.409 -25.473 5.169
H -17.149 -25.330 6.714
H -17.020 -24.454 5.261
H -16.120 -25.913 5.369
H -18.176 -26.212 3.814
H -17.737 -28.348 4.899
H -19.421 -28.038 4.990
H -18.529 -27.746 6.397
H -19.379 -24.600 4.770
C -17.050 -21.955 4.440
C -18.520 -21.699 4.126
C -18.800 -20.724 2.993
O -18.956 -22.967 3.636
H -16.699 -22.752 3.785
H -16.781 -22.119 5.484
H -16.502 -21.016 4.361
H -19.004 -21.533 5.089
H -19.769 -20.785 2.497
H -18.033 -20.655 2.222
H -18.785 -19.722 3.421
H -18.585 -23.057 2.755
C -20.528 -17.844 6.652
C -21.885 -18.603 6.876
C -22.014 -19.746 5.843
O -21.920 -19.123 8.174
H -20.514 -16.955 7.283
H -20.395 -17.507 5.624
H -19.727 -18.521 6.951
H -22.776 -17.988 6.752
H -21.271 -20.529 5.994
H -21.827 -19.280 4.875
H -22.988 -20.225 5.940
H -22.393 -18.576 8.805

Frontier orbital gap = 8.95 eV
Relative energy (zero: lowest compared OMol25 entry of this formula, charge and spin) = 24.1 kcal per mole
LUMO = 0.2 eV
Energy = -3645.60164 hartree

---

Computed, not measured: a single C3H8N4O2 molecule at a distorted geometry, with wB97M-V/def2-TZVPD.

Geometry (Å):
C 0.081 2.184 -0.310
N -0.813 1.378 0.389
O -1.847 0.962 -0.523
C 0.642 0.293 0.466
O 1.291 0.422 1.469
C 0.293 -0.947 -0.288
N 0.024 -0.811 -1.653
N 0.276 -2.097 0.268
N 0.429 -2.285 1.608
H -0.294 2.681 -1.206
H 1.006 1.339 -0.641
H 0.684 2.800 0.351
H -2.596 0.788 0.061
H -0.770 -0.204 -1.830
H -0.103 -1.722 -2.073
H 0.765 -3.218 1.792
H 0.931 -1.562 2.118

Frontier orbital gap = 8.44 eV
Relative energy (zero: lowest compared OMol25 entry of this formula, charge and spin) = 140.0 kcal per mole
LUMO = 0.2 eV
Energy = -488.41861 hartree
SMILES string = CN(O)C(=O)/C(N)=N\N

---

Computed, not measured: a single C3H4O3 molecule at a distorted geometry, with wB97M-V/def2-TZVPD.

Geometry (Å):
O 3.094 -0.088 -0.007
C 1.903 -0.007 0.032
C 0.591 -0.625 0.471
O 0.398 -1.844 -0.168
C 0.626 0.699 -0.425
O 0.297 1.866 0.169
H 0.480 -0.650 1.548
H -0.513 -1.980 -0.330
H 0.221 0.520 -1.444
H -0.382 2.089 -0.476

Frontier orbital gap = 9.30 eV
Relative energy (zero: lowest compared OMol25 entry of this formula, charge and spin) = 86.3 kcal per mole
LUMO = 0.3 eV
Energy = -342.31835 hartree
SMILES string = O=C1[C@H](O)[C@H]1O

---

Computed, not measured: 2 unconnected molecules or ions with the total composition C4H13N2S, with wB97M-V/def2-TZVPD.

Geometry (Å):
C -1.832 -0.283 -2.891
C 0.119 0.950 -2.096
N -0.401 -0.101 -2.598
H -2.277 -0.862 -2.080
H -1.936 -0.876 -3.796
H -2.267 0.704 -2.995
H -0.512 1.770 -1.775
H 1.200 0.984 -2.039
H 0.180 -0.934 -2.579
C 0.939 -0.113 1.449
C 0.676 -0.176 2.950
S 2.002 0.711 3.843
N 0.006 -0.968 0.714
H 0.879 0.943 1.149
H 1.977 -0.399 1.288
H -0.273 0.290 3.208
H 0.651 -1.208 3.288
H 1.211 1.462 4.632
H -0.787 -0.442 0.379
H 0.444 -1.453 -0.051

Frontier orbital gap = 5.81 eV
Relative energy (zero: lowest compared OMol25 entry of this formula, charge and spin) = 54.3 kcal per mole
LUMO = -5.6 eV
Energy = -667.59332 hartree
Total charge = +1

---

Computed, not measured: a gas-phase ion, C2H4O2P (charge -1) at a distorted geometry, with wB97M-V/def2-TZVPD.

Geometry (Å):
O 1.388 -0.941 1.162
C 1.332 0.135 0.601
O 2.043 1.116 0.577
C -0.150 0.520 -0.415
P -1.491 -0.406 0.208
H 0.241 0.318 -1.420
H -0.158 1.540 0.086
H -0.785 -1.566 0.048
H -2.419 -0.715 -0.847

Frontier orbital gap = 8.41 eV
Relative energy (zero: lowest compared OMol25 entry of this formula, charge and spin) = 35.8 kcal per mole
LUMO = 4.5 eV
Energy = -570.45339 hartree
SMILES string = O=C([O-])CP
Total charge = -1

---

Computed, not measured: 2 unconnected molecules or ions with the total composition C5H10NO at a distorted geometry, with wB97M-V/def2-TZVPD.

Geometry (Å):
O 1.961 -1.451 -0.381
C 1.758 -1.036 0.730
C 1.429 0.416 0.996
C -0.096 0.640 0.977
C -0.610 0.398 -0.422
C -1.421 -0.704 -0.766
N -0.326 1.378 -1.278
H 1.719 -1.759 1.561
H 1.986 1.075 0.327
H 1.766 0.740 1.988
H -0.625 -0.045 1.639
H -0.353 1.620 1.379
H -2.504 -0.803 -0.732
H -1.044 -1.701 -0.566
H -2.103 -2.339 -2.211
H -0.709 2.309 -1.076
H -0.828 1.264 -2.165

Frontier orbital gap = 6.72 eV
Relative energy (zero: lowest compared OMol25 entry of this formula, charge and spin) = 176.9 kcal per mole
LUMO = -7.1 eV
Energy = -325.99989 hartree
Total charge = +1

---

Computed, not measured: 2 unconnected molecules or ions with the total composition C6H12O at a distorted geometry, with wB97M-V/def2-TZVPD.

Geometry (Å):
C -3.291 0.497 -0.314
C -1.902 0.496 0.190
C -0.803 0.442 -0.644
C 0.506 0.634 -0.093
C 1.672 0.070 -0.459
C 2.953 0.728 -0.008
H -3.578 -0.631 -0.558
H -3.248 1.292 -1.196
H -3.990 0.976 0.479
H -1.692 0.696 1.258
H -0.770 0.393 -1.724
H 0.476 1.362 0.757
H 1.650 -0.940 -0.798
H 2.625 1.755 0.354
H 3.464 0.300 0.917
H 3.837 0.868 -0.685
O 0.635 -2.369 0.805
H 0.129 -1.669 1.162
H 1.208 -2.658 1.560

Frontier orbital gap = 8.88 eV
Relative energy (zero: lowest compared OMol25 entry of this formula, charge and spin) = 68.9 kcal per mole
LUMO = 0.9 eV
Energy = -310.94954 hartree
SMILES string = C/C=C/C=C/C.O

---

Computed, not measured: a molecular structure, C32H28N5OSSr at a distorted geometry, with wB97M-V/def2-TZVPD.

Geometry (Å):
Sr -2.197 -0.189 -1.534
C 3.229 -4.262 -4.352
C 2.427 -3.173 -3.698
C 2.874 -1.857 -3.629
C 2.115 -0.852 -3.061
C 0.854 -1.073 -2.480
N 0.102 -0.056 -1.902
C 0.770 0.998 -1.262
C 1.907 0.720 -0.477
C 2.586 1.675 0.249
C 2.154 2.997 0.284
C 2.837 4.034 1.131
C 1.030 3.302 -0.462
C 0.363 2.351 -1.234
N -0.804 2.891 -1.929
C -0.978 4.146 -2.391
C -2.299 4.290 -2.753
C -2.870 3.046 -2.467
N -1.963 2.210 -1.975
C 0.413 -2.414 -2.584
C 1.168 -3.419 -3.174
N -0.907 -2.865 -2.133
C -1.201 -3.953 -1.387
C -2.565 -4.136 -1.402
C -3.043 -3.096 -2.214
N -2.041 -2.344 -2.665
H 4.196 -3.888 -4.688
H 2.711 -4.656 -5.229
H 3.415 -5.102 -3.681
H 3.839 -1.604 -4.054
H 2.511 0.156 -3.056
H 2.252 -0.306 -0.447
H 3.455 1.379 0.827
H 3.735 3.628 1.597
H 2.179 4.378 1.932
H 3.134 4.911 0.554
H 0.628 4.307 -0.423
H -0.142 4.822 -2.445
H -2.771 5.160 -3.174
H -3.891 2.724 -2.607
H 0.733 -4.409 -3.246
H -0.404 -4.504 -0.915
H -3.120 -4.911 -0.903
H -4.053 -2.859 -2.515
O -1.971 -0.043 0.727
S -0.771 -0.411 1.622
C -0.351 1.120 2.403
C -1.192 2.216 2.311
C -0.792 3.403 2.912
C 0.421 3.475 3.584
C 1.255 2.367 3.654
C 0.876 1.178 3.050
C -1.404 -1.374 2.950
C -0.577 -2.392 3.398
C -0.996 -3.172 4.471
C -2.230 -2.933 5.053
C -3.056 -1.917 4.576
C -2.647 -1.123 3.520
H -2.126 2.148 1.771
H -1.432 4.273 2.853
H 0.724 4.405 4.049
H 2.206 2.429 4.166
H 1.532 0.316 3.076
H 0.377 -2.579 2.921
H -0.362 -3.967 4.838
H -2.558 -3.544 5.884
H -4.018 -1.744 5.039
H -3.276 -0.327 3.144

Frontier orbital gap = 6.75 eV
Relative energy (zero: lowest compared OMol25 entry of this formula, charge and spin) = 4.6 kcal per mole
LUMO = -2.5 eV
Energy = -2013.99080 hartree
Total charge = +1

---

Computed, not measured: a single C4H5NO molecule, with wB97M-V/def2-TZVPD.

Geometry (Å):
O 1.292 -0.017 1.977
C 0.580 -0.088 1.011
C 0.838 -0.611 -0.420
C -0.246 0.398 -0.826
N -1.513 -0.023 -0.312
C -0.640 0.688 0.612
H 1.864 -0.415 -0.741
H 0.578 -1.654 -0.632
H -0.185 1.151 -1.601
H -1.557 -1.025 -0.142
H -1.012 1.596 1.074

Frontier orbital gap = 10.51 eV
Relative energy (zero: lowest compared OMol25 entry of this formula, charge and spin) = 47.4 kcal per mole
LUMO = 1.0 eV
Energy = -285.33898 hartree
SMILES string = O=C1C[C@H]2N[C@@H]12